Molecular formula: C11H6F2KN
Method: DFT, ωB97M-V with the def2-TZVPD basis set

Element x y z (Å)
C  -0.643  -0.421  -0.067
C  -2.767  -0.588  -0.991
H  -3.973  -2.317  -0.578
C  1.698  -0.011  0.825
C  -2.027  -2.353  0.377
C  -0.841  -1.665  0.552
C  0.681  1.644  -0.620
H  3.677  0.355  1.568
C  -3.030  -1.813  -0.414
C  0.605  0.401  0.061
C  2.915  1.922  0.296
F  1.695  -1.194  1.507
H  -2.166  -3.312  0.860
C  2.860  0.719  0.963
H  2.000  3.342  -0.964
H  -3.519  -0.117  -1.622
N  -1.630  0.090  -0.834
K  -1.375  2.376  -2.028
H  -0.072  -2.097  1.168
C  1.865  2.380  -0.474
F  4.045  2.660  0.415

Output
* LUMO: -0.021 Eh
* E_tot: -1277.15697 hartree
* Kohn-Sham gap: 0.23803 Ha